{"formula": "C72H195N7O44", "method": "wB97M-V/def2-TZVPD", "species": ["C", "C", "O", "O", "H", "H", "H", "H", "H", "H", "C", "C", "O", "O", "H", "H", "H", "H", "H", "H", "C", "C", "O", "O", "H", "H", "H", "H", "H", "H", "C", "C", "O", "O", "H", "H", "H", "H", "H", "H", "C", "C", "O", "O", "H", "H", "H", "H", "H", "H", "C", "C", "O", "O", "H", "H", "H", "H", "H", "H", "C", "C", "O", "O", "H", "H", "H", "H", "H", "H", "C", "C", "O", "O", "H", "H", "H", "H", "H", "H", "C", "C", "O", "O", "H", "H", "H", "H", "H", "H", "C", "C", "O", "O", "H", "H", "H", "H", "H", "H", "C", "C", "O", "O", "H", "H", "H", "H", "H", "H", "C", "C", "O", "O", "H", "H", "H", "H", "H", "H", "C", "C", "O", "O", "H", "H", "H", "H", "H", "H", "C", "C", "O", "O", "H", "H", "H", "H", "H", "H", "C", "C", "O", "O", "H", "H", "H", "H", "H", "H", "C", "O", "C", "C", "N", "C", "C", "O", "C", "H", "H", "H", "H", "H", "H", "H", "H", "H", "H", "H", "H", "H", "H", "H", "C", "O", "C", "C", "N", "C", "C", "O", "C", "H", "H", "H", "H", "H", "H", "H", "H", "H", "H", "H", "H", "H", "H", "H", "C", "O", "C", "C", "N", "C", "C", "O", "C", "H", "H", "H", "H", "H", "H", "H", "H", "H", "H", "H", "H", "H", "H", "H", "C", "O", "C", "C", "N", "C", "C", "O", "C", "H", "H", "H", "H", "H", "H", "H", "H", "H", "H", "H", "H", "H", "H", "H", "C", "O", "C", "C", "N", "C", "C", "O", "C", "H", "H", "H", "H", "H", "H", "H", "H", "H", "H", "H", "H", "H", "H", "H", "C", "O", "C", "C", "N", "C", "C", "O", "C", "H", "H", "H", "H", "H", "H", "H", "H", "H", "H", "H", "H", "H", "H", "H", "C", "O", "C", "C", "N", "C", "C", "O", "C", "H", "H", "H", "H", "H", "H", "H", "H", "H", "H", "H", "H", "H", "H", "H"], "coordinates": [[-2.35, -5.16, -6.17], [-2.72, -3.67, -5.95], [-1.49, -2.89, -5.90], [-1.57, -5.75, -5.17], [-1.64, -5.38, -6.97], [-3.17, -5.87, -6.21], [-3.23, -3.56, -4.99], [-3.43, -3.31, -6.68], [-1.00, -3.00, -6.72], [-0.67, -5.45, -5.29], [3.69, 2.65, 9.57], [4.90, 1.69, 9.80], [4.77, 0.37, 9.26], [3.62, 2.97, 8.17], [4.01, 3.55, 10.09], [2.69, 2.31, 9.82], [5.19, 1.60, 10.85], [5.83, 1.99, 9.31], [5.63, 0.06, 8.97], [3.31, 2.20, 7.70], [-2.04, 3.81, 8.43], [-0.77, 2.99, 8.46], [-0.06, 2.85, 9.62], [-1.75, 5.14, 8.85], [-2.87, 3.25, 8.88], [-2.41, 3.90, 7.41], [-0.01, 3.52, 7.88], [-1.00, 2.09, 7.89], [-0.09, 3.74, 9.97], [-1.51, 5.62, 8.04], [2.38, 0.65, -6.48], [3.87, 0.86, -6.29], [4.17, 2.26, -6.03], [1.77, 1.77, -7.05], [1.83, 0.53, -5.55], [2.20, -0.21, -7.14], [4.49, 0.64, -7.16], [4.26, 0.10, -5.61], [3.67, 2.82, -6.64], [1.00, 1.49, -7.54], [-6.61, -4.45, -3.29], [-6.42, -5.33, -2.04], [-5.34, -6.21, -2.07], [-5.44, -3.58, -3.31], [-7.47, -3.78, -3.25], [-6.63, -5.02, -4.22], [-7.25, -6.03, -2.04], [-6.58, -4.75, -1.13], [-4.91, -6.09, -1.22], [-4.70, -4.19, -3.35], [2.01, -4.18, 0.23], [1.75, -3.37, 1.38], [1.77, -2.01, 1.02], [3.33, -4.18, -0.30], [1.45, -3.90, -0.66], [1.58, -5.15, 0.46], [2.50, -3.35, 2.17], [0.91, -3.62, 2.03], [1.27, -1.89, 0.21], [3.48, -4.86, -0.97], [4.76, 2.24, -1.59], [5.95, 1.71, -0.79], [6.33, 0.56, -1.44], [4.38, 3.50, -1.00], [3.88, 1.62, -1.43], [4.82, 2.35, -2.68], [5.73, 1.70, 0.28], [6.82, 2.36, -0.77], [5.89, -0.18, -1.01], [3.67, 3.86, -1.54], [-4.02, 4.43, 2.12], [-4.98, 5.62, 2.05], [-5.55, 5.95, 3.29], [-3.03, 4.57, 1.13], [-4.46, 3.44, 2.13], [-3.49, 4.46, 3.07], [-5.70, 5.34, 1.28], [-4.47, 6.40, 1.49], [-5.94, 6.78, 3.01], [-2.43, 5.29, 1.33], [0.43, -3.06, 5.18], [-0.78, -3.84, 5.82], [-0.20, -4.77, 6.68], [1.00, -4.00, 4.31], [1.14, -2.56, 5.84], [0.14, -2.24, 4.52], [-1.59, -4.11, 5.15], [-1.30, -3.22, 6.54], [-0.67, -4.64, 7.50], [1.08, -4.83, 4.79], [-3.60, -0.94, -3.90], [-2.72, 0.38, -4.01], [-3.70, 1.38, -4.31], [-4.72, -0.89, -3.12], [-3.10, -1.83, -3.50], [-3.84, -1.37, -4.87], [-1.97, 0.29, -4.80], [-2.34, 0.54, -3.00], [-4.32, 1.19, -3.61], [-5.10, -1.77, -3.08], [-0.59, 5.21, 4.94], [-0.09, 3.84, 4.42], [-0.74, 2.87, 5.20], [-0.13, 5.50, 6.26], [-1.68, 5.17, 5.00], [-0.43, 6.02, 4.22], [0.98, 3.73, 4.59], [-0.29, 3.67, 3.37], [-0.49, 1.99, 4.89], [0.82, 5.59, 6.33], [6.42, -1.64, 1.88], [5.94, -2.23, 0.55], [5.02, -1.26, 0.03], [7.29, -2.52, 2.58], [5.63, -1.25, 2.53], [7.03, -0.75, 1.70], [5.43, -3.19, 0.59], [6.75, -2.01, -0.14], [4.15, -1.42, 0.39], [6.87, -3.25, 3.03], [-1.78, 1.61, -7.46], [-1.76, 3.03, -6.90], [-2.83, 3.49, -6.20], [-0.62, 1.18, -8.11], [-2.67, 1.49, -8.07], [-1.97, 0.82, -6.74], [-1.42, 3.77, -7.62], [-1.03, 3.19, -6.11], [-3.10, 2.80, -5.59], [-0.90, 0.90, -8.98], [3.10, -0.70, 5.27], [3.86, 0.62, 4.80], [3.38, 1.71, 5.62], [3.91, -1.35, 6.20], [2.83, -1.34, 4.43], [2.16, -0.34, 5.71], [3.58, 0.69, 3.75], [4.94, 0.75, 4.68], [3.32, 2.44, 5.01], [3.45, -1.67, 6.98], [-2.86, -4.52, 0.36], [-2.18, -5.80, 0.68], [-2.63, -6.93, -0.06], [-2.83, -4.25, -1.03], [-2.38, -3.66, 0.84], [-3.93, -4.61, 0.53], [-2.00, -6.00, 1.73], [-1.20, -5.62, 0.24], [-2.05, -7.69, -0.05], [-3.03, -5.02, -1.57], [5.90, -2.89, -4.91], [5.26, -4.05, -5.47], [5.85, -5.19, -4.81], [5.60, -5.46, -3.30], [4.18, -5.62, -3.00], [3.61, -6.93, -3.50], [2.29, -7.26, -2.69], [1.23, -6.25, -2.91], [-0.03, -6.76, -2.64], [6.83, -2.57, -5.40], [5.97, -2.84, -3.82], [5.11, -2.14, -4.91], [6.93, -5.32, -4.91], [5.47, -6.06, -5.35], [6.06, -4.70, -2.67], [6.15, -6.37, -3.07], [3.78, -4.86, -3.53], [4.37, -7.71, -3.44], [3.39, -6.98, -4.57], [2.58, -7.57, -1.68], [2.10, -8.21, -3.18], [-0.34, -7.60, -3.27], [-0.66, -5.88, -2.82], [-0.12, -6.97, -1.57], [-0.44, 6.27, -5.70], [0.73, 6.07, -4.83], [1.24, 4.76, -4.81], [2.46, 4.41, -3.85], [2.28, 4.60, -2.45], [1.16, 3.89, -1.77], [0.72, 4.56, -0.44], [0.38, 6.03, -0.53], [-0.41, 6.50, -1.59], [-1.33, 5.71, -5.42], [-0.27, 5.98, -6.73], [-0.77, 7.31, -5.60], [1.51, 4.63, -5.86], [0.44, 4.02, -4.71], [3.23, 5.05, -4.28], [2.74, 3.36, -3.93], [2.56, 5.50, -2.09], [1.55, 2.87, -1.72], [0.29, 4.13, -2.38], [1.55, 4.46, 0.25], [-0.13, 3.92, -0.19], [0.12, 6.65, -2.53], [-0.59, 7.56, -1.39], [-1.30, 5.93, -1.85], [7.92, 1.90, 2.32], [6.59, 2.23, 2.61], [6.41, 3.68, 2.65], [4.92, 4.06, 2.51], [4.03, 3.95, 3.69], [4.58, 4.63, 4.92], [3.47, 5.18, 5.88], [2.90, 6.27, 5.19], [3.26, 7.57, 5.50], [7.92, 0.81, 2.33], [8.72, 2.36, 2.91], [8.19, 2.13, 1.29], [6.85, 3.93, 1.69], [6.86, 4.26, 3.46], [4.50, 3.49, 1.68], [4.77, 5.07, 2.13], [3.30, 4.58, 3.39], [5.19, 5.44, 4.53], [5.10, 3.86, 5.50], [3.87, 5.39, 6.87], [2.66, 4.50, 6.16], [2.62, 8.38, 5.14], [4.28, 7.87, 5.28], [3.06, 7.67, 6.57], [1.12, -3.72, -4.36], [0.91, -4.69, -5.39], [1.68, -4.63, -6.64], [1.30, -3.43, -7.60], [-0.07, -3.65, -8.10], [-0.22, -2.55, -9.06], [-1.36, -2.73, -10.06], [-0.79, -2.43, -11.43], [-1.83, -2.41, -12.36], [0.57, -3.90, -3.43], [0.74, -2.76, -4.71], [2.18, -3.56, -4.11], [1.51, -5.58, -7.15], [2.73, -4.55, -6.36], [2.12, -3.39, -8.32], [1.24, -2.56, -6.95], [-0.13, -4.58, -8.51], [0.73, -2.43, -9.58], [-0.28, -1.59, -8.54], [-2.26, -2.16, -9.81], [-1.68, -3.77, -10.04], [-2.44, -3.31, -12.38], [-1.31, -2.14, -13.28], [-2.61, -1.67, -12.19], [1.93, -0.43, -1.90], [1.01, -1.22, -1.17], [-0.37, -1.25, -1.72], [-1.26, -0.66, -0.68], [-0.74, 0.61, -0.12], [-1.67, 1.07, 0.90], [-1.78, 0.27, 2.18], [-1.08, 0.83, 3.31], [0.40, 0.75, 3.23], [2.26, 0.34, -1.20], [1.55, 0.12, -2.75], [2.82, -1.01, -2.17], [-0.66, -2.28, -1.97], [-0.41, -0.80, -2.71], [-1.50, -1.51, -0.04], [-2.19, -0.29, -1.10], [0.21, 0.35, 0.11], [-2.72, 1.17, 0.63], [-1.33, 2.09, 1.08], [-1.27, -0.68, 2.04], [-2.81, 0.15, 2.53], [0.68, -0.30, 3.34], [0.93, 1.30, 4.01], [0.62, 1.24, 2.28], [-3.74, -2.51, 4.32], [-3.75, -2.88, 5.69], [-3.54, -1.61, 6.47], [-3.43, -1.92, 8.05], [-4.59, -2.47, 8.72], [-5.72, -1.54, 8.72], [-7.00, -2.33, 9.21], [-7.23, -3.50, 8.50], [-8.21, -3.50, 7.49], [-4.53, -1.84, 3.97], [-3.84, -3.42, 3.72], [-2.80, -2.14, 3.90], [-4.31, -0.85, 6.33], [-2.57, -1.17, 6.22], [-3.03, -1.01, 8.51], [-2.61, -2.62, 8.25], [-4.92, -3.26, 8.19], [-5.87, -1.18, 7.71], [-5.47, -0.69, 9.35], [-7.94, -1.78, 9.18], [-6.92, -2.66, 10.24], [-8.12, -4.29, 6.74], [-8.04, -2.55, 6.98], [-9.25, -3.61, 7.79], [-3.43, 6.72, -3.29], [-3.61, 5.36, -3.19], [-4.47, 5.11, -2.00], [-4.62, 3.52, -2.07], [-5.38, 2.97, -0.94], [-5.32, 1.52, -0.92], [-6.03, 0.95, 0.32], [-5.31, 1.10, 1.55], [-5.77, 0.43, 2.73], [-2.83, 7.05, -2.43], [-4.30, 7.38, -3.35], [-2.80, 7.06, -4.11], [-5.43, 5.63, -2.10], [-4.01, 5.57, -1.13], [-3.62, 3.08, -2.10], [-5.08, 3.30, -3.03], [-4.82, 3.27, -0.16], [-4.30, 1.14, -0.87], [-5.78, 1.14, -1.83], [-6.07, -0.14, 0.26], [-6.98, 1.45, 0.52], [-5.18, 0.73, 3.59], [-5.68, -0.64, 2.52], [-6.81, 0.77, 2.81]], "lowdin_charge": [-0.229, -0.177, -0.094, -0.094, 0.100, 0.117, 0.080, 0.111, 0.005, 0.025, -0.187, -0.222, -0.088, -0.097, 0.114, 0.112, 0.103, 0.113, 0.078, 0.052, -0.228, -0.307, -0.043, -0.066, 0.115, 0.108, 0.101, 0.114, 0.087, 0.059, -0.249, -0.198, -0.078, -0.078, 0.110, 0.109, 0.109, 0.100, 0.068, 0.030, -0.149, -0.263, -0.037, -0.105, 0.125, 0.120, 0.113, 0.128, 0.062, 0.066, -0.254, -0.263, -0.074, -0.053, 0.118, 0.117, 0.124, 0.102, 0.004, 0.044, -0.194, -0.266, -0.062, -0.108, 0.086, 0.120, 0.107, 0.114, 0.022, -0.003, -0.235, -0.273, -0.026, -0.085, 0.108, 0.112, 0.113, 0.117, 0.087, 0.090, -0.208, -0.230, -0.046, -0.070, 0.102, 0.102, 0.113, 0.085, 0.092, 0.087, -0.259, -0.152, -0.081, -0.062, 0.103, 0.104, 0.104, 0.092, 0.047, 0.051, -0.193, -0.230, -0.070, -0.067, 0.112, 0.113, 0.100, 0.112, 0.038, 0.064, -0.225, -0.174, -0.107, -0.063, 0.119, 0.093, 0.112, 0.125, 0.076, 0.084, -0.209, -0.288, -0.034, -0.064, 0.131, 0.102, 0.127, 0.100, 0.057, 0.105, -0.242, -0.177, -0.103, -0.058, 0.097, 0.109, 0.098, 0.115, 0.021, 0.084, -0.237, -0.244, -0.056, -0.075, 0.121, 0.116, 0.127, 0.102, 0.093, 0.063, -0.086, -0.179, -0.220, -0.211, -0.046, -0.154, -0.160, -0.201, -0.123, 0.099, 0.079, 0.071, 0.117, 0.109, 0.105, 0.116, 0.077, 0.113, 0.104, 0.116, 0.106, 0.100, 0.076, 0.075, -0.069, -0.202, -0.214, -0.162, -0.106, -0.151, -0.123, -0.183, -0.127, 0.065, 0.081, 0.084, 0.108, 0.093, 0.127, 0.104, 0.131, 0.114, 0.101, 0.112, 0.099, 0.070, 0.093, 0.071, -0.128, -0.200, -0.168, -0.181, -0.058, -0.146, -0.188, -0.215, -0.123, 0.071, 0.092, 0.079, 0.115, 0.114, 0.099, 0.120, 0.086, 0.111, 0.114, 0.120, 0.097, 0.088, 0.087, 0.087, -0.069, -0.239, -0.115, -0.171, -0.072, -0.199, -0.128, -0.184, -0.165, 0.080, 0.070, 0.081, 0.123, 0.103, 0.124, 0.105, 0.118, 0.112, 0.108, 0.117, 0.115, 0.084, 0.095, 0.078, -0.070, -0.247, -0.137, -0.202, -0.005, -0.200, -0.175, -0.230, -0.030, 0.069, 0.086, 0.095, 0.111, 0.107, 0.106, 0.101, 0.090, 0.097, 0.107, 0.108, 0.110, 0.074, 0.069, 0.090, -0.144, -0.189, -0.133, -0.191, -0.066, -0.178, -0.214, -0.204, -0.102, 0.061, 0.082, 0.073, 0.099, 0.105, 0.114, 0.094, 0.098, 0.094, 0.119, 0.115, 0.121, 0.085, 0.084, 0.083, -0.179, -0.188, -0.115, -0.176, -0.040, -0.203, -0.177, -0.264, -0.075, 0.059, 0.091, 0.076, 0.114, 0.094, 0.111, 0.115, 0.072, 0.097, 0.114, 0.118, 0.123, 0.088, 0.071, 0.088], "energy_ha": -6553.0907, "gap_ev": 8.6}